1.
21
Properties=species:S:1:pos:R:3:nbo_charge:R:1 method="wB97M-V/def2-TZVPD" e_above_lowest_kj_mol=106.7 charge=+2 e_tot_ev=-35919.85038 multiplicity=1
Sn -2.5006 0.3294 -2.0605 1.75
C 0.4446 4.1862 -0.2758 -0.81
S 0.0282 2.4655 0.1040 1.21
O -0.2969 1.8628 -1.2746 -1.05
C 1.6553 1.7982 0.5179 -0.78
H -0.2748 4.4634 -1.0491 0.27
H 1.3298 4.2152 -0.9183 0.26
H 0.5263 4.8136 0.6039 0.28
H 1.5243 0.7295 0.6676 0.24
H 1.9133 2.2674 1.4674 0.26
H 2.3326 2.0254 -0.3008 0.26
C 0.3227 -3.3070 -0.5570 -0.87
S -0.2553 -1.9673 0.4898 1.28
O -0.8279 -0.9043 -0.4456 -1.10
C -1.6569 -2.8959 1.2037 -0.80
H 1.2239 -3.8767 -0.2970 0.30
H 0.6742 -2.8720 -1.4936 0.27
H -0.3850 -4.1333 -0.5899 0.26
H -1.2467 -3.8510 1.5271 0.27
H -2.5551 -3.0184 0.6002 0.25
H -1.9760 -2.3306 2.0805 0.26

=====

2.
89
Properties=species:S:1:pos:R:3:mulliken_charge:R:1 method="wB97M-V/def2-TZVPD" e_above_lowest_kj_mol=322.0 charge=+1 e_tot_ev=-74570.16098 multiplicity=1
Ta 0.7726 -0.9734 0.9026 1.65
C 4.6110 -1.8829 2.4437 -0.36
O 5.3752 -1.7425 1.2409 -0.50
C 4.8095 -2.0297 0.0560 0.31
C 5.6849 -2.3934 -0.9700 -0.59
C 5.2274 -2.8159 -2.2055 -0.89
C 3.8644 -2.9122 -2.4336 -0.48
C 2.9707 -2.4863 -1.4510 -0.41
C 1.5523 -2.6515 -1.7009 0.09
N 0.6175 -2.2666 -0.9096 0.42
N -0.6722 -2.6771 -1.2584 -1.10
C -1.5143 -2.1587 -0.4340 0.27
O -1.1098 -1.2676 0.4753 0.31
C -2.9332 -2.5268 -0.4499 0.52
C -3.7304 -2.2050 0.6453 -0.12
C -5.0704 -2.5596 0.6479 -0.91
C -5.6135 -3.2190 -0.4451 -0.41
C -4.8184 -3.5320 -1.5424 -0.70
C -3.4767 -3.1969 -1.5448 -0.47
C 3.4468 -1.9805 -0.2313 0.91
O 2.5716 -1.4221 0.6291 -0.64
H 5.3440 -1.9667 3.2405 0.37
H 4.0042 -2.7895 2.4114 0.32
H 3.9727 -1.0190 2.6065 -0.07
H 6.7441 -2.3482 -0.7517 0.50
H 5.9343 -3.1077 -2.9698 0.43
H 3.4826 -3.3213 -3.3618 0.53
H 1.2528 -3.1920 -2.5960 0.49
H -3.2935 -1.6962 1.4933 0.45
H -5.6911 -2.3188 1.5006 0.42
H -6.6586 -3.5001 -0.4411 0.42
H -5.2490 -4.0362 -2.3971 0.42
H -2.8422 -3.4398 -2.3865 0.45
O -0.2059 -3.4730 3.9469 -0.58
C 0.1609 -2.5375 3.3104 -0.13
O 0.5440 -2.5895 2.0042 -0.69
C 0.3072 -1.1403 3.8294 0.63
C 0.2848 -0.7794 5.1197 -0.79
C 0.5309 0.6111 5.4219 -0.50
C 0.9082 1.4806 4.4708 -0.85
C 1.1305 1.0047 3.0790 1.09
N 0.5314 -0.2592 2.8009 0.29
H 0.0825 -1.5095 5.8885 0.58
H 0.4214 0.9543 6.4430 0.49
H 1.1221 2.5184 4.6946 0.54
H 3.0541 1.0807 3.6007 0.38
C -5.0796 0.8881 -1.5870 -0.76
C -4.7746 1.8267 -0.4210 -1.10
Sb -2.7934 1.5375 0.3704 0.19
C -2.6635 3.4527 1.3616 -0.79
C -2.6305 3.2966 2.8830 -1.04
C -1.8530 2.1532 -1.4792 -1.14
C -1.3574 0.9724 -2.3155 -0.31
H -6.0971 1.0361 -1.9546 0.41
H -4.9874 -0.1616 -1.2948 0.08
H -4.4062 1.0638 -2.4285 0.21
H -5.4832 1.6659 0.3948 0.52
H -4.8531 2.8733 -0.7242 0.51
H -3.5261 4.0483 1.0593 0.57
H -1.7664 3.9635 1.0020 0.34
H -3.5634 2.8698 3.2555 0.38
H -2.4902 4.2561 3.3873 0.35
H -1.8274 2.6277 3.2108 0.15
H -1.0200 2.8107 -1.2192 0.24
H -2.5911 2.7328 -2.0369 0.73
H -0.6226 0.3763 -1.7676 -0.40
H -0.8708 1.3071 -3.2374 0.39
H -2.1750 0.3059 -2.5991 0.32
C 2.5869 0.0762 -4.9386 -1.32
N 2.4669 0.0859 -3.4929 0.10
C 2.2305 1.1749 -2.7502 0.57
S 2.2705 1.0894 -1.0452 -0.38
N 1.9762 2.3081 -3.4078 -0.12
C 1.7083 3.6087 -2.8125 -0.88
H 2.8772 -0.9226 -5.2522 0.34
H 3.3503 0.7776 -5.2862 0.43
H 1.6340 0.3135 -5.4168 0.39
H 2.8075 -0.7078 -2.9772 -0.01
H 2.0130 2.2809 -4.4139 0.19
H 1.8778 3.5446 -1.7431 0.27
H 0.6762 3.9065 -2.9980 0.28
H 2.3818 4.3504 -3.2385 0.37
C 1.0666 3.3330 1.9520 -1.90
C 0.7255 1.8961 1.9018 0.22
O 2.5604 0.9127 2.7865 -0.42
O 0.2824 1.2983 0.9212 -0.18
H 2.1328 3.4045 2.1714 0.43
H 0.5176 3.8261 2.7567 0.40
H 0.8524 3.8140 1.0011 0.28

=====

3.
48
Properties=species:S:1:pos:R:3:nbo_charge:R:1 method="wB97M-V/def2-TZVPD" e_above_lowest_kj_mol=170.1 charge=0 e_tot_ev=-42971.19182 multiplicity=1 smiles="CCOCCc1nnc(NC(=O)C2CCN(C(=O)c3ccco3)CC2)s1"
C -1.5645 -3.1671 0.7325 -0.62
C -2.7874 -3.0628 -0.1628 -0.06
O -3.6665 -2.1071 0.3918 -0.56
C -4.8358 -1.8894 -0.3588 -0.05
C -5.5120 -0.6357 0.1969 -0.47
C -4.6264 0.5404 0.0297 0.05
N -4.9910 1.7042 -0.3611 -0.24
N -4.0132 2.5946 -0.4374 -0.31
C -2.8543 2.1251 -0.0954 0.20
N -1.7600 2.9426 -0.1348 -0.63
C -0.4207 2.7956 0.1526 0.70
O 0.2857 3.7752 0.0763 -0.60
C 0.0669 1.4111 0.5231 -0.33
C 1.4130 1.4636 1.2571 -0.39
C 2.5711 1.8319 0.3225 -0.24
N 2.6046 0.9301 -0.8041 -0.42
C 3.4257 -0.1310 -0.9929 0.63
O 3.1765 -0.9935 -1.8259 -0.63
C 4.6765 -0.2485 -0.2191 0.15
C 5.4652 -1.3708 -0.1556 -0.23
C 6.5846 -1.0305 0.6315 -0.32
C 6.4075 0.2729 0.9841 0.11
O 5.2624 0.7535 0.4803 -0.40
C 1.3871 0.9945 -1.5854 -0.23
C 0.1955 0.5446 -0.7421 -0.40
S -2.9061 0.4287 0.3672 0.34
H -0.8558 -3.8738 0.3113 0.22
H -1.8575 -3.4989 1.7245 0.21
H -1.0913 -2.1931 0.8200 0.21
H -3.2968 -4.0354 -0.2365 0.17
H -2.4947 -2.7536 -1.1785 0.17
H -5.5112 -2.7538 -0.2805 0.18
H -4.5859 -1.7435 -1.4218 0.17
H -6.4567 -0.4451 -0.3113 0.25
H -5.7044 -0.7918 1.2618 0.23
H -2.0069 3.8906 -0.4099 0.43
H -0.6731 0.9622 1.1940 0.23
H 1.3638 2.1972 2.0625 0.22
H 1.6053 0.4806 1.6937 0.21
H 3.5079 1.8011 0.8713 0.24
H 2.4191 2.8475 -0.0530 0.23
H 5.2508 -2.3095 -0.6222 0.24
H 7.4069 -1.6632 0.8945 0.23
H 7.0035 0.9464 1.5683 0.21
H 1.5065 0.3377 -2.4487 0.25
H 1.2485 2.0260 -1.9231 0.20
H -0.7142 0.5946 -1.3414 0.22
H 0.3517 -0.4944 -0.4453 0.22

=====

4.
8
Properties=species:S:1:pos:R:3:nbo_charge:R:1 method="wB97M-V/def2-TZVPD" e_above_lowest_kj_mol=64.7 charge=0 e_tot_ev=-101613.99803 multiplicity=1
C -1.5446 0.2013 -0.4671 0.49
C -0.1031 0.2253 0.2100 0.32
O -1.9073 0.3685 -1.5766 -0.42
O -0.0134 0.2490 1.3743 -0.41
O 2.4423 0.2637 1.0005 -0.82
S 1.9393 0.5161 -0.3361 1.18
Cl 2.0064 -1.3974 -1.2652 -0.26
Br -2.8196 -0.4264 1.0602 -0.07

=====

5.
23
Properties=species:S:1:pos:R:3:nbo_charge:R:1 method="wB97M-V/def2-TZVPD" e_above_lowest_kj_mol=0.0 charge=0 e_tot_ev=-13955.42034 multiplicity=3
C -0.9488 -0.4638 -1.1242 0.47
C -2.8127 1.0609 -0.5616 -0.70
C -1.9190 -0.8192 1.0063 -0.67
C -1.8930 -0.0327 -0.3124 -0.01
C 2.4692 0.0495 0.3605 0.59
N 2.9168 -0.8886 1.2512 -0.82
N 2.3791 1.3541 0.9056 -0.83
N 2.3230 -0.3156 -0.8619 -0.83
O -0.1014 -1.5060 -0.7972 -0.72
O -0.6703 0.1890 -2.2555 -0.69
H -3.9089 0.6626 -0.4749 0.21
H -2.5059 1.8236 0.1387 0.24
H -2.5863 1.5311 -1.5877 0.24
H -0.9044 -0.6458 1.4718 0.24
H -2.3136 -1.8980 1.0015 0.22
H -2.7836 -0.2386 1.5557 0.20
H 3.5460 -1.6294 1.0364 0.41
H 2.8708 -0.5930 2.1898 0.37
H 1.8634 1.9466 0.3371 0.37
H 1.9060 1.3820 1.8544 0.37
H 2.1658 0.4352 -1.5681 0.35
H 0.8501 -1.2644 -0.8195 0.49
H 0.0578 -0.1395 -2.7460 0.49

=====

6.
53
Properties=species:S:1:pos:R:3:nbo_charge:R:1 method="wB97M-V/def2-TZVPD" e_above_lowest_kj_mol=116.0 charge=0 e_tot_ev=-41147.28024 multiplicity=1 smiles="CC1=Nc2cc(C(=O)NCCCOC(C)C)ccc2Sc2ccc(C)cc21"
C -0.6124 -1.9121 4.8099 -0.65
C -0.0989 -1.1914 3.6047 0.34
N -0.7917 -1.2370 2.5456 -0.44
C -0.4794 -0.7128 1.3195 0.20
C -1.4742 -0.0267 0.6198 -0.19
C -1.2731 0.3985 -0.6821 -0.12
C -2.3693 1.1526 -1.3660 0.67
O -3.0860 1.9446 -0.7824 -0.63
N -2.5109 0.8428 -2.6720 -0.62
C -3.3676 1.5803 -3.5667 -0.22
C -2.5640 2.1789 -4.7232 -0.42
C -1.9776 1.1063 -5.6402 -0.06
O -0.9614 0.4057 -4.9537 -0.57
C -0.2342 -0.5366 -5.7282 0.11
C -1.0436 -1.8049 -6.0060 -0.64
C 1.0326 -0.8650 -4.9432 -0.62
C -0.0573 0.1445 -1.3155 -0.22
C 0.9429 -0.5212 -0.6334 -0.20
C 0.7413 -0.9416 0.6698 -0.22
S 2.0601 -1.7947 1.5173 0.25
C 2.2187 -0.6323 2.8656 -0.06
C 3.4133 0.0492 3.0279 -0.24
C 3.5666 0.9357 4.0764 -0.19
C 2.5278 1.1586 4.9734 -0.01
C 2.6778 2.1460 6.0895 -0.63
C 1.3412 0.4596 4.8064 -0.18
C 1.1677 -0.4443 3.7632 -0.15
H -0.8748 -1.2026 5.5926 0.22
H -1.4922 -2.4896 4.5423 0.24
H 0.1595 -2.5725 5.2017 0.23
H -2.4138 0.1775 1.1090 0.24
H -1.8352 0.2443 -3.1255 0.42
H -4.1468 0.9174 -3.9628 0.18
H -3.8436 2.3688 -2.9781 0.24
H -1.7493 2.7822 -4.3203 0.21
H -3.2141 2.8221 -5.3171 0.22
H -1.5528 1.5758 -6.5415 0.17
H -2.7757 0.4201 -5.9586 0.16
H 0.0407 -0.0656 -6.6874 0.16
H -0.4218 -2.5275 -6.5266 0.22
H -1.9117 -1.5919 -6.6251 0.21
H -1.3801 -2.2407 -5.0678 0.21
H 1.6763 -1.5149 -5.5288 0.21
H 0.7740 -1.3664 -4.0139 0.21
H 1.5720 0.0490 -4.7088 0.22
H 0.1218 0.4893 -2.3226 0.22
H 1.8956 -0.7152 -1.1035 0.22
H 4.2181 -0.1272 2.3308 0.22
H 4.5019 1.4622 4.1986 0.21
H 3.7174 2.2280 6.3973 0.22
H 2.3448 3.1306 5.7594 0.22
H 2.0753 1.8582 6.9479 0.22
H 0.5262 0.6322 5.4945 0.21

=====

7.
61
Properties=species:S:1:pos:R:3:nbo_charge:R:1 method="wB97M-V/def2-TZVPD" charge=-1 e_tot_ev=-106325.16371 multiplicity=3
V 0.4578 -0.6847 0.8154 1.04
F -0.5663 0.5981 -1.6589 -0.48
B 0.2985 -0.4304 -1.5334 1.11
F -0.0438 -1.5348 -2.2240 -0.49
O 0.3155 -2.3581 1.7884 -0.64
N -0.5158 -1.3700 2.3418 0.43
O -0.6134 -1.1890 3.5639 -0.52
O -1.4544 -1.0393 1.4349 -0.61
C 4.2296 1.6966 -1.5824 -1.13
Si 2.4279 1.3965 -2.0002 1.74
C 2.2200 1.2464 -3.8635 -1.13
C 1.4477 2.8976 -1.4771 -1.13
C 1.8256 -0.1920 -1.1231 -1.57
Si 2.9247 -1.7383 -1.3871 1.71
C 4.4822 -1.6034 -0.3615 -1.13
C 2.0575 -3.3153 -0.8834 -1.13
C 3.4089 -1.9152 -3.1924 -1.13
H 4.5287 2.6827 -1.9480 0.23
H 4.8940 0.9576 -2.0333 0.23
H 4.3862 1.6783 -0.5003 0.25
H 2.1744 2.2536 -4.2869 0.23
H 1.2825 0.7467 -4.1215 0.24
H 3.0303 0.7106 -4.3560 0.23
H 1.9861 3.7848 -1.8272 0.22
H 1.3227 2.9689 -0.3965 0.26
H 0.4554 2.8988 -1.9279 0.25
H 2.0654 0.1403 -0.0764 0.30
H 4.2464 -1.6308 0.7034 0.26
H 5.0568 -0.6963 -0.5457 0.23
H 5.1193 -2.4625 -0.5929 0.23
H 1.6167 -3.2800 0.1156 0.27
H 2.8129 -4.1083 -0.8758 0.23
H 1.2738 -3.5944 -1.5875 0.25
H 4.1110 -1.1447 -3.5154 0.23
H 2.5460 -1.8955 -3.8607 0.24
H 3.9038 -2.8829 -3.3163 0.23
S 2.8452 -0.4517 2.8188 -0.60
P 1.8443 1.2098 3.1932 1.19
S 0.4087 1.5891 1.8264 -0.57
C 3.0115 2.6218 3.2025 -0.39
C 3.8578 2.7986 4.2958 -0.18
C 4.8166 3.7984 4.2889 -0.22
C 4.9439 4.6357 3.1866 -0.22
C 4.1039 4.4662 2.0970 -0.22
C 3.1406 3.4648 2.1069 -0.14
C 1.1658 1.2940 4.8690 -0.42
C 0.5248 2.4549 5.2900 -0.12
C 0.0287 2.5444 6.5802 -0.24
C 0.1716 1.4724 7.4529 -0.21
C 0.8007 0.3116 7.0291 -0.22
C 1.2961 0.2184 5.7354 -0.15
H 3.7702 2.1476 5.1579 0.22
H 5.4666 3.9239 5.1462 0.21
H 5.6938 5.4173 3.1815 0.20
H 4.1906 5.1142 1.2333 0.20
H 2.4761 3.3348 1.2616 0.22
H 0.4038 3.2861 4.6046 0.21
H -0.4756 3.4476 6.9009 0.20
H -0.2196 1.5403 8.4609 0.20
H 0.8947 -0.5331 7.7000 0.21
H 1.7573 -0.6917 5.3746 0.25

=====

8.
11
Properties=species:S:1:pos:R:3:nbo_charge:R:1 method="wB97M-V/def2-TZVPD" e_above_lowest_kj_mol=436.6 charge=-1 e_tot_ev=-36714.31821 multiplicity=1
Na -2.2875 -2.1025 1.1176 0.62
Na -1.9053 1.8268 2.6555 0.49
Cl -0.6190 1.0539 -2.8463 2.57
O -1.8292 1.7045 -3.4407 -0.90
O 0.2349 1.9581 -2.0483 -0.87
O -1.2010 0.0508 -2.0685 -0.94
O 0.1762 0.4619 -3.7866 -0.87
C 1.8900 -1.2893 2.5873 0.89
O 2.9177 -1.8161 2.3176 -0.67
O 1.0175 -1.8089 3.2085 -0.68
O 1.6057 -0.0393 2.3040 -0.65